Entry 1:
DFT (wB97M-V/def2-TZVPD) results for C11H20ClLiN2O4S4 as an isolated structure in a non-equilibrium geometry.

Values from the calculation:
E_LUMO = 0.293 eV
E_tot = -2901.9177 a.u.
HOMO-LUMO gap = 0.3165 hartree

Last column: Mulliken charge in e.
CARTESIAN COORDINATES (ANGSTROEM)
1 Li 0.55 0.60 0.77  0.520
2 C -1.87 -1.12 -2.12  0.373
3 C -1.45 -2.54 -1.79  -1.082
4 S -0.04 -2.63 -0.63  0.064
5 C 1.38 -2.75 -1.78  -0.953
6 C 1.63 -1.52 -2.63  -0.704
7 S 1.91 -0.05 -1.55  0.099
8 C 1.41 1.30 -2.69  -0.769
9 C 1.05 2.56 -1.94  -0.750
10 S -0.37 2.43 -0.81  0.087
11 C -1.74 2.14 -2.01  -0.741
12 C -2.88 1.37 -1.37  -0.931
13 S -2.41 -0.23 -0.62  0.017
14 H -2.71 -1.13 -2.83  0.521
15 H -1.04 -0.57 -2.55  -0.726
16 H -1.17 -3.08 -2.70  0.441
17 H -2.26 -3.07 -1.29  0.437
18 H 1.23 -3.63 -2.41  0.462
19 H 2.23 -2.93 -1.12  0.395
20 H 0.79 -1.33 -3.30  0.318
21 H 2.53 -1.67 -3.23  0.464
22 H 0.58 0.94 -3.30  0.321
23 H 2.26 1.50 -3.35  0.467
24 H 0.84 3.37 -2.65  0.514
25 H 1.86 2.87 -1.28  0.407
26 H -1.35 1.60 -2.87  0.353
27 H -2.10 3.12 -2.34  0.482
28 H -3.67 1.19 -2.10  0.442
29 H -3.30 1.94 -0.53  0.437
30 O 2.50 2.16 3.15  -0.685
31 Cl 1.79 2.30 1.95  1.899
32 O 1.93 3.60 1.41  -0.654
33 O 0.41 2.02 2.16  -0.713
34 O 2.27 1.35 0.99  -0.725
35 N -0.41 -0.56 4.26  -0.012
36 C 0.92 -0.81 4.22  -0.520
37 C 1.24 -0.98 2.91  -0.269
38 N 0.12 -0.81 2.15  -0.269
39 C -0.85 -0.56 2.98  -0.450
40 H -0.95 -0.34 5.08  0.194
41 H 1.52 -0.85 5.11  0.417
42 H 2.18 -1.20 2.46  0.387
43 H -1.88 -0.39 2.70  0.434

Entry 2:
DFT (wB97M-V/def2-TZVPD) results for a 3-piece molecular cluster, C13H29N4O5P overall in a non-equilibrium geometry.

Values from the calculation:
structure (SMILES) = C[C@H](C#N)[C@H](C#N)P(=O)(O)O.COC[C@@H](C)N.COC[C@@H](C)N
E_LUMO = 0.163 eV
E_tot = -1449.3115 a.u.
HOMO-LUMO gap = 0.3297 hartree

Last column: Mulliken charge in e.
CARTESIAN COORDINATES (ANGSTROEM)
1 C 0.85 2.32 2.57  -1.276
2 C 0.50 0.81 2.40  0.437
3 C 0.65 0.33 0.96  0.000
4 N 0.47 0.22 -0.14  -0.478
5 C -0.85 0.41 3.05  0.187
6 C -1.01 -1.07 3.27  -0.153
7 N -1.15 -2.19 3.29  -0.391
8 P -2.38 1.06 2.21  0.863
9 O -3.35 -0.08 2.14  -0.721
10 O -2.15 1.60 0.70  -0.511
11 O -3.08 2.21 3.12  -0.515
12 H -0.02 3.00 2.43  0.311
13 H 1.15 2.44 3.64  0.397
14 H 1.74 2.60 1.98  0.347
15 H 1.29 0.26 2.96  0.462
16 H -0.85 0.86 4.07  0.452
17 H -2.45 0.89 0.10  0.359
18 H -4.03 2.05 3.00  0.342
19 C 3.11 1.75 -0.61  -0.502
20 O 4.21 2.03 0.26  -0.385
21 C 5.42 1.37 -0.07  -0.714
22 C 6.18 1.95 -1.28  0.355
23 C 5.55 1.65 -2.63  -1.389
24 N 6.35 3.41 -1.15  -0.731
25 H 3.11 0.70 -0.93  0.307
26 H 3.13 2.42 -1.47  0.161
27 H 2.20 1.95 -0.07  0.076
28 H 6.05 1.48 0.81  0.331
29 H 5.24 0.29 -0.20  0.406
30 H 7.17 1.50 -1.27  0.412
31 H 4.70 2.29 -2.86  0.296
32 H 6.28 1.81 -3.43  0.348
33 H 5.22 0.61 -2.69  0.346
34 H 6.88 3.60 -0.30  0.269
35 H 5.43 3.81 -0.96  0.325
36 C -5.06 -1.92 -2.87  -0.682
37 O -5.12 -1.63 -1.48  -0.373
38 C -5.18 -2.76 -0.63  -0.680
39 C -3.84 -3.51 -0.44  0.270
40 C -3.41 -4.33 -1.65  -1.493
41 N -2.76 -2.58 -0.08  -0.616
42 H -5.68 -2.79 -3.12  0.305
43 H -4.03 -2.09 -3.17  0.242
44 H -5.43 -1.06 -3.41  0.259
45 H -5.48 -2.37 0.35  0.355
46 H -5.97 -3.45 -0.95  0.430
47 H -3.98 -4.21 0.39  0.440
48 H -2.96 -3.73 -2.44  0.278
49 H -2.65 -5.06 -1.35  0.380
50 H -4.25 -4.89 -2.08  0.349
51 H -3.00 -2.12 0.79  0.213
52 H -2.77 -1.84 -0.77  0.299

Entry 3:
DFT (wB97M-V/def2-TZVPD) results for one molecule with the formula C8H12 in a non-equilibrium geometry.

Values from the calculation:
structure (SMILES) = C=C/C=C/C(=C)CC
E_LUMO = -1.947 eV
E_tot = -311.7793 a.u.
HOMO-LUMO gap = 0.1604 hartree
energy above the lowest of the compared OMol25 structures with the same formula, charge and spin = 5.6357 eV

Last column: Mulliken charge in e.
CARTESIAN COORDINATES (ANGSTROEM)
1 C 3.85 -0.17 0.31  -0.894
2 C 2.63 -0.12 -0.41  0.246
3 C 1.51 -0.80 -0.11  -0.672
4 C 0.14 -0.85 -1.06  -0.913
5 C -1.06 -0.40 -0.63  1.118
6 C -2.33 -0.78 -1.01  -0.966
7 C -1.09 0.34 0.72  -0.559
8 C -2.04 1.59 0.70  -1.115
9 H 4.66 0.47 0.12  0.303
10 H 3.69 -0.38 1.38  0.250
11 H 2.67 0.42 -1.36  0.388
12 H 1.33 -1.69 0.51  0.337
13 H 0.34 -1.61 -1.78  0.408
14 H -2.59 -1.59 -1.70  0.308
15 H -3.20 -0.46 -0.44  0.189
16 H -1.57 -0.35 1.43  0.292
17 H -0.12 0.68 1.13  0.321
18 H -1.95 2.19 1.62  0.344
19 H -1.77 2.23 -0.14  0.315
20 H -3.10 1.25 0.70  0.299

Entry 4:
DFT (wB97M-V/def2-TZVPD) results for C31H33GeMoN4O4 as an isolated structure.

Values from the calculation:
spin multiplicity = 3
E_LUMO (alpha / beta) = -3.333 / -3.559 eV
E_tot = -3865.8824 a.u.
HOMO-LUMO gap (alpha / beta) = 0.2642 / 0.2860 hartree
charge = +1
energy above the lowest of the compared OMol25 structures with the same formula, charge and spin = 0.0000 eV

Last column: Mulliken charge in e.
CARTESIAN COORDINATES (ANGSTROEM)
1 Mo -0.51 -0.70 0.21  -0.132
2 O -1.30 -1.18 2.06  -0.595
3 C -1.50 -2.31 2.56  -0.411
4 C -1.37 -3.57 1.92  0.830
5 C -1.64 -4.71 2.71  -0.586
6 C -1.58 -5.94 2.14  -0.533
7 C -1.26 -6.11 0.78  -0.389
8 C -1.00 -5.02 0.00  -0.979
9 C -1.03 -3.71 0.54  0.547
10 O -0.78 -2.71 -0.23  -0.046
11 N -1.87 -7.13 2.96  1.018
12 O -1.80 -8.21 2.42  -0.607
13 O -2.16 -6.94 4.13  -0.610
14 H -1.83 -2.32 3.61  0.396
15 H -1.90 -4.61 3.75  0.529
16 H -1.23 -7.11 0.38  0.525
17 H -0.75 -5.13 -1.04  0.445
18 C 1.24 -0.54 0.82  0.003
19 Ge 2.23 0.41 -0.55  1.251
20 C 0.79 0.34 -1.91  -0.444
21 C 0.25 -0.91 -2.24  0.053
22 C -0.85 -1.02 -3.10  -0.641
23 C -1.40 0.11 -3.66  -0.782
24 C -0.86 1.37 -3.36  -0.649
25 C 0.21 1.48 -2.49  -0.203
26 C 3.90 -0.36 -1.18  0.199
27 C 5.08 -0.09 -0.49  -0.580
28 C 6.28 -0.65 -0.90  -0.620
29 C 6.30 -1.48 -2.01  -0.508
30 C 5.13 -1.75 -2.71  -0.699
31 C 3.93 -1.19 -2.29  -0.338
32 C 2.45 2.27 -0.02  -0.004
33 C 3.04 3.19 -0.89  -0.233
34 C 3.18 4.52 -0.52  -0.693
35 C 2.75 4.95 0.72  -0.530
36 C 2.17 4.04 1.60  -0.596
37 C 2.02 2.71 1.23  -0.344
38 H 1.64 -0.86 1.78  0.572
39 H 0.72 -1.83 -1.88  0.766
40 H -1.25 -2.00 -3.33  0.436
41 H -2.23 0.04 -4.34  0.437
42 H -1.28 2.25 -3.82  0.433
43 H 0.61 2.46 -2.25  0.482
44 H 5.07 0.57 0.38  0.373
45 H 7.19 -0.44 -0.36  0.411
46 H 7.24 -1.92 -2.34  0.390
47 H 5.15 -2.39 -3.58  0.403
48 H 3.03 -1.40 -2.86  0.321
49 H 3.40 2.86 -1.86  0.447
50 H 3.65 5.22 -1.21  0.425
51 H 2.87 5.98 1.01  0.420
52 H 1.85 4.37 2.58  0.472
53 H 1.57 2.01 1.93  0.526
54 C -3.44 -0.10 -0.42  -0.980
55 N -3.49 1.09 0.41  0.256
56 C -4.63 1.16 1.32  -1.234
57 C -2.37 1.84 0.61  0.815
58 N -1.18 1.33 0.40  0.147
59 N -2.55 3.11 1.05  0.135
60 C -3.67 3.93 0.60  -1.205
61 C -1.41 3.84 1.57  -1.299
62 H -4.43 -0.26 -0.86  0.465
63 H -3.21 -1.01 0.16  0.311
64 H -2.73 0.04 -1.23  0.051
65 H -4.77 0.20 1.81  0.367
66 H -5.55 1.40 0.78  0.358
67 H -4.46 1.91 2.08  0.416
68 H -0.44 2.02 0.37  -0.321
69 H -4.31 3.37 -0.07  0.389
70 H -3.27 4.79 0.05  0.416
71 H -4.25 4.29 1.44  0.336
72 H -0.78 4.26 0.78  0.432
73 H -0.80 3.19 2.20  0.368
74 H -1.78 4.67 2.18  0.420